Entry 1:
# C4H8AlFKO3

A molecular structure, C4H8AlFKO3 at a distorted geometry (wB97M-V/def2-TZVPD, the OMol25 dataset).

Element x y z (Å)
C  -1.43390  -0.44462  0.77522
O  -0.15366  0.01653  1.03833
H  2.45944  2.70236  -0.16663
Al  0.16175  -1.61979  -3.54424
K  1.21984  -5.32994  -1.88677
H  -3.44547  0.49182  0.72178
H  -2.62909  0.60661  2.27858
C  2.75701  1.65436  -0.13138
F  -0.35982  -3.03009  -0.96972
H  2.68333  1.37905  -1.18346
C  -2.47461  0.62261  1.19970
O  0.45883  0.40581  -1.13040
H  -1.61632  -1.33711  1.37381
H  3.80740  1.52561  0.12979
H  -1.63893  -0.64985  -0.27546
H  -2.19708  1.64929  0.96091
C  0.64661  0.39413  0.08260
O  1.75467  0.96322  0.72733

Output
total charge = +2
frontier orbital gap (spin up / spin down) = 9.416 / 4.003 eV
M = 189.183 g/mol
HOMO energy (spin up / spin down) = -17.556 / -16.688 eV
E_LUMO (spin up / spin down) = -8.14 / -12.69 eV
spin multiplicity = 2



Entry 2:
# CH2O4S

2 unconnected molecules or ions with the total composition CH2O4S at a distorted geometry (wB97M-V/def2-TZVPD, the OMol25 dataset).

Element x y z (Å)
O  0.92444  1.47406  0.22553
O  -0.01352  -1.04424  -0.06455
H  -2.21499  -1.51324  -0.21016
O  2.47755  -0.59072  0.54338
O  -1.49025  0.65476  -0.15749
H  -0.05101  1.46725  0.02952
S  1.51541  0.04705  -0.29912
C  -1.14764  -0.49492  -0.06711

Output
frontier orbital gap = 10.291 eV
M = 110.090 g/mol
energy relative to the best compared isomer or geometry (same formula, charge and spin) = 43.67 kcal/mol
HOMO energy = -10.627 eV
E_LUMO = -0.34 eV



Entry 3:
# C41H46ClN4O3P2S2Zr

A molecular structure, C41H46ClN4O3P2S2Zr at a distorted geometry (wB97M-V/def2-TZVPD, the OMol25 dataset).

Element x y z (Å)
C  1.87344  3.08107  -0.61125
S  -1.94283  1.58710  -1.34660
H  -3.43004  1.79293  4.53176
C  1.63636  2.66177  4.52231
C  0.75204  3.93157  -0.01073
C  2.70444  3.68667  6.41234
H  0.65867  4.84963  -0.59501
H  2.67517  4.06215  7.42633
H  -1.17626  -2.14188  -4.33273
C  -0.71916  -5.16535  2.25676
C  -1.25099  -3.29283  0.79629
C  -6.35511  -1.73211  -2.92463
H  0.45331  -1.25141  2.90881
H  1.34855  -5.37575  2.79692
H  -6.99326  -0.97694  -2.48188
C  1.64029  2.90797  -2.11501
C  -2.54119  1.22853  4.23702
H  3.43998  -0.38411  0.22207
C  3.12873  -0.86569  -3.51967
C  -4.34906  -2.34134  -4.07473
C  -0.50215  -1.64699  -3.62390
H  -3.42393  -2.05045  -4.55860
C  -0.50443  -0.79679  3.15938
C  1.77481  -0.87833  -3.14265
H  -3.56188  1.06260  0.95882
C  -4.74739  0.09066  -3.62251
C  -1.63196  -4.42916  1.52504
H  2.06556  -3.36578  1.52544
N  0.53695  2.08216  3.98015
N  -2.17878  -1.28693  -0.22034
O  1.38051  -0.24632  -2.06215
H  -6.19963  -5.08638  -3.37160
C  3.92250  3.75806  5.68034
C  -3.26558  0.42408  -1.33097
H  -0.21854  3.43076  -0.03333
N  -3.33854  -0.76465  -0.85553
C  3.99372  3.29972  4.40173
C  -2.30300  -2.55390  0.05272
H  4.90549  3.34689  3.82166
H  -4.41477  -2.91353  0.15884
H  -2.09306  3.09507  1.33206
C  1.29583  -2.19325  -5.16414
H  -2.73042  0.18201  4.47882
H  -0.48187  -0.46907  4.19744
C  3.53241  -1.49201  -4.67533
H  -4.07515  -4.43695  -4.46375
C  -3.54789  0.81150  2.01605
C  3.22259  3.77067  -0.39468
H  0.65501  2.49791  -2.34684
H  -3.73015  -3.08103  -1.42096
Zr  -0.25535  -0.25906  -0.72647
C  -4.71511  -3.68211  -4.02436
C  3.46253  0.67503  -0.03166
C  0.10085  -2.92054  0.84302
H  -4.45715  1.21237  2.46964
H  4.79804  4.18440  6.15118
O  -1.00973  -1.21120  -2.57663
C  1.58624  3.15034  5.85338
H  3.75338  0.78045  -1.07347
H  -3.58342  -0.27615  2.11755
N  2.89692  2.31983  2.50850
H  3.84992  -0.36508  -2.89089
H  -7.65641  -3.34294  -2.39157
C  1.02996  -3.67802  1.54052
C  -3.53654  -3.28904  -0.36927
H  -1.70155  1.58287  4.82704
Cl  3.18004  -2.90636  -6.96087
C  2.61662  -2.15256  -5.50899
H  4.57751  -1.48112  -4.95645
O  0.51749  -1.80541  0.21581
H  1.70701  3.89131  -2.58657
H  -5.40519  0.65690  -4.28238
H  4.17315  1.19774  0.60740
H  -1.55017  3.45974  2.98318
C  -6.72392  -3.06536  -2.86543
H  -3.73957  0.17101  -4.03157
H  0.65102  3.07809  6.39206
H  3.14922  4.79371  -0.77227
C  1.80330  1.82963  1.98045
C  -2.34766  1.43589  2.73061
C  -2.29740  2.93049  2.39268
S  -4.79825  1.00494  -2.04454
H  3.51019  3.81737  0.65406
P  -0.78766  0.64854  2.07481
C  0.61011  1.66593  2.74102
H  0.57889  -2.70629  -5.79296
C  -5.15785  -1.35615  -3.52761
P  1.82412  1.40164  0.19570
H  -3.27380  3.37062  2.60821
H  0.96555  4.21608  1.02145
C  -5.90365  -4.04645  -3.41387
H  -1.04866  -6.02586  2.82125
C  0.61993  -4.79492  2.24653
H  2.38884  2.26249  -2.57789
H  -3.44137  -4.35765  -0.22199
H  4.02067  3.27502  -0.94911
H  -1.28202  -1.55082  3.03163
H  -2.67007  -4.72580  1.54123
C  2.83717  2.74701  3.79317
C  0.86989  -1.56724  -3.97347

Output
total charge = +1
frontier orbital gap = 7.362 eV
M = 895.603 g/mol
energy relative to the best compared isomer or geometry (same formula, charge and spin) = 0.00 kcal/mol
HOMO energy = -10.731 eV
E_LUMO = -3.37 eV



- Which value of M does entry 2 give?
  110.090 g/mol



- The highest M belongs to which entry?
  C41H46ClN4O3P2S2Zr



- M of number 1 (C4H8AlFKO3)?
  189.183 g/mol



- What is the formula in the third record?
  C41H46ClN4O3P2S2Zr